A 7-piece molecular cluster, C54H66F6IO5PS overall, computed with ωB97M-V/def2-TZVPD.

## Properties
- E_tot (hartree) = -4109.8440
- E_HOMO (eV) = -8.591
- F_max (eV/Å) = 2.0
- net charge = 0
- structure (SMILES) = CCCCCCCCCC[C@@H]1[C@@H](P(O)I)[C@@H](CCCCO)COS1(=O)=O.Fc1ccccc1.Fc1ccccc1.Fc1ccccc1.Fc1ccccc1.Fc1ccccc1.Fc1ccccc1
- HOMO-LUMO gap (eV) = 8.74
- energy relative to the best compared isomer or geometry (same formula, charge and spin) (kcal per mole) = 42.2

```
134
Properties=species:S:1:pos:R:3:forces:R:3:mulliken_charge:R:1
C -0.0726 5.1760 4.4953 0.5614 -0.3189 -0.1098 -1.490
C -0.1699 4.0559 3.4669 -0.6212 0.2561 0.2508 -0.238
C -1.4529 4.0877 2.6296 0.3819 0.1875 -0.0267 0.280
C -1.2962 4.6536 1.2234 -0.0729 -0.2924 -0.0746 -1.197
C -0.1877 4.0286 0.3623 -0.1189 -0.1048 0.1643 -0.153
C 0.0338 2.5403 0.6119 -0.3898 0.7048 -0.4041 0.672
C 0.5888 1.7921 -0.5795 -0.1042 -0.8353 0.9781 -1.884
C 0.5514 0.2711 -0.3118 -0.2759 0.9601 -1.5730 0.471
C -0.7342 -0.3941 -0.8002 -0.2505 0.6432 0.5651 -0.952
C -1.8662 -0.5261 0.2124 0.2469 -0.3587 -0.1518 -1.105
C -1.6827 -1.6217 1.2705 -1.2842 0.5018 0.0934 -0.274
C -3.0793 -1.9871 1.8536 1.2239 0.0098 1.6035 -0.410
P -3.1906 -3.7859 2.3845 -0.5010 -0.8745 -0.9620 -0.369
O -3.8097 -3.7940 3.9169 -0.0075 0.4690 -0.1905 -0.477
I -0.8873 -4.5676 2.6714 -0.4089 -0.3813 0.1652 0.279
C -3.4719 -0.9670 2.9483 -0.4550 -0.5386 -0.3677 1.234
C -4.9886 -0.9596 3.2386 0.5550 0.5626 -0.4317 -0.975
C -5.5315 0.4614 3.1211 0.4183 -0.0370 0.1560 -1.043
C -5.7909 0.8340 1.6773 -0.2434 0.3358 0.5682 0.232
C -6.1121 2.2973 1.5317 -0.3463 0.3146 -0.4613 -0.755
O -6.9342 2.7300 2.6044 -0.2452 0.3211 -0.0303 -0.535
C -2.6296 -1.0871 4.2010 -0.1485 0.9145 0.3171 -1.548
O -1.3531 -1.7145 3.9678 -0.3133 0.0776 -0.6994 -0.363
S -0.6477 -1.1145 2.6607 0.5637 0.3821 0.3437 1.014
O -0.6333 0.3051 2.7812 -0.7959 0.7757 -0.0149 -0.621
O 0.6176 -1.7305 2.5760 1.0366 -0.8541 -0.0821 -0.425
H 0.6400 4.8774 5.2528 0.1610 0.0095 0.3875 0.405
H -1.0131 5.3916 4.9814 -0.3008 0.0756 0.0940 0.376
H 0.3404 6.0736 4.0578 -0.1658 0.4564 -0.1762 0.312
H -0.1394 3.1063 3.9792 0.1346 -0.3751 0.1950 0.243
H 0.7026 4.1046 2.8367 0.3608 -0.1023 -0.2996 0.240
H -1.8614 3.0883 2.5699 -0.0842 -0.3840 -0.0772 -0.524
H -2.1942 4.6713 3.1661 -0.2592 0.1610 0.0756 0.615
H -1.1860 5.7304 1.2651 0.1587 0.3371 -0.0095 0.419
H -2.2298 4.4757 0.6970 -0.3456 0.0337 -0.0781 0.336
H 0.7422 4.5767 0.4573 0.3014 0.1504 0.0490 0.365
H -0.4993 4.1247 -0.6708 0.0393 0.2359 -0.3870 -0.067
H -0.9206 2.1260 0.8977 -0.3651 -0.3528 0.0253 -0.599
H 0.6758 2.3794 1.4606 0.2794 -0.1210 0.4233 0.448
H 0.0410 2.0014 -1.4893 -0.0650 0.2220 -0.2736 0.103
H 1.6271 2.0657 -0.7139 0.3305 0.3235 -0.2575 0.525
H 1.3684 -0.1586 -0.8870 -1.3398 0.9824 -0.1360 0.037
H 0.7829 0.0801 0.7253 -0.2441 0.0091 0.3047 0.274
H -0.5627 -1.3576 -1.2602 0.2619 -0.4650 0.0060 0.268
H -1.1172 0.2339 -1.5959 -0.1472 0.0937 -0.3663 0.504
H -2.1261 0.4150 0.6679 0.0877 0.4267 0.2621 -0.505
H -2.7477 -0.8257 -0.3420 -0.2879 -0.1484 -0.2250 0.837
H -1.2100 -2.4667 0.7879 0.2935 -0.2470 0.1565 0.744
H -3.8299 -1.8932 1.0880 -0.1800 -0.1720 -0.5688 1.296
H -4.7594 -3.9567 3.7933 0.2598 -0.1494 0.2866 0.358
H -3.2598 0.0070 2.5325 0.1802 0.3423 -0.3473 -0.290
H -5.4519 -1.5314 2.4419 -0.4294 -0.4792 0.1281 0.543
H -5.2075 -1.3851 4.2066 -0.1152 -0.2831 0.2230 0.399
H -4.7815 1.1580 3.4866 0.1550 0.1683 0.3946 0.275
H -6.4102 0.6136 3.7298 -0.3256 -0.0005 0.0351 0.603
H -6.6271 0.2506 1.3142 -0.1082 -0.3238 -0.3083 0.338
H -4.8993 0.6579 1.0876 0.1444 -0.3614 -0.3606 -0.280
H -5.2069 2.8969 1.4622 0.3137 0.1122 0.2456 0.218
H -6.6409 2.4385 0.5913 -0.0765 0.0852 -0.2701 0.445
H -7.3308 3.5738 2.3473 0.1238 -0.2638 0.1870 0.323
H -3.1631 -1.5952 4.9836 0.2410 -0.7618 0.1832 0.543
H -2.4341 -0.0875 4.5676 0.1335 0.2871 0.1748 0.328
F 4.2455 -9.4786 5.2120 0.0269 -0.0156 0.0145 -0.319
C 3.1448 -8.9233 4.6673 -0.1658 0.0760 -0.0790 0.351
C 2.0223 -9.7048 4.4820 -0.0073 -0.1994 0.0590 -0.439
C 0.8903 -9.1291 3.9248 0.0847 0.0993 -0.0026 -0.513
C 0.8979 -7.7916 3.5554 -0.0678 -0.0030 -0.0563 -0.243
C 2.0393 -7.0258 3.7471 -0.0713 -0.0828 -0.0083 0.036
C 3.1732 -7.5904 4.3115 0.1755 0.1253 0.0221 -0.569
H 2.0404 -10.7470 4.7712 0.0273 0.0067 0.0196 0.411
H 0.0007 -9.7264 3.7789 -0.0025 -0.0268 -0.0053 0.366
H 0.0151 -7.3466 3.1166 0.0172 -0.0492 0.0213 0.147
H 2.0493 -5.9829 3.4562 0.0162 0.0201 0.0228 0.236
H 4.0704 -7.0087 4.4760 0.0131 -0.0272 -0.0020 0.447
F 0.0634 2.6170 -3.9589 -0.0203 -0.0215 -0.0303 -0.455
C 0.5736 3.8648 -3.8856 0.0854 0.2083 0.0154 0.533
C 1.9382 4.0386 -3.9897 0.1422 -0.2049 0.0062 -0.383
C 2.4566 5.3218 -3.9195 -0.1095 0.0517 0.0907 -0.497
C 1.6114 6.4071 -3.7375 0.0460 0.0663 0.0132 -0.671
C 0.2426 6.2099 -3.6307 0.0889 -0.0207 -0.0208 -0.554
C -0.2855 4.9300 -3.7089 -0.2365 -0.0495 0.0118 -0.389
H 2.5801 3.1784 -4.1255 -0.0236 -0.0150 -0.0178 0.514
H 3.5229 5.4754 -4.0099 0.0208 -0.0237 -0.0074 0.445
H 2.0203 7.4069 -3.6814 -0.0019 0.0105 0.0002 0.485
H -0.4176 7.0542 -3.4862 -0.0273 0.0028 -0.0146 0.481
H -1.3509 4.7548 -3.6347 0.0071 -0.0269 0.0071 0.506
F 2.0950 5.5108 -6.9144 0.0619 -0.0172 -0.0835 -0.337
C 1.0657 6.1954 -7.4449 -0.1607 0.0862 -0.0306 0.367
C -0.1436 5.5539 -7.6193 -0.0487 -0.2040 0.0542 -0.252
C -1.2053 6.2634 -8.1595 0.0657 0.0941 -0.0091 -0.443
C -1.0439 7.5932 -8.5232 -0.0651 0.0353 -0.0222 -0.507
C 0.1820 8.2174 -8.3419 -0.0667 -0.0795 0.0132 -0.361
C 1.2472 7.5179 -7.7944 0.1716 0.1007 0.0262 -0.438
H -0.2458 4.5153 -7.3337 0.0295 0.0070 0.0287 0.445
H -2.1611 5.7764 -8.2966 -0.0042 -0.0280 -0.0060 0.368
H -1.8737 8.1421 -8.9475 -0.0035 0.0075 -0.0053 0.381
H 0.3108 9.2524 -8.6277 0.0158 0.0183 0.0105 0.368
H 2.2090 7.9877 -7.6374 0.0134 -0.0310 -0.0011 0.422
F -3.6189 -1.6801 -2.9309 0.0005 0.0097 0.0315 -0.297
C -2.8734 -2.6731 -3.4630 0.1956 -0.2295 -0.0601 0.370
C -2.2181 -3.5472 -2.6183 -0.0504 0.0899 0.2704 -0.100
C -1.4533 -4.5672 -3.1628 0.0001 0.0272 -0.0867 -0.484
C -1.3454 -4.6958 -4.5396 0.0330 -0.0502 -0.0408 -0.582
C -2.0082 -3.8057 -5.3722 0.0222 -0.0419 0.1021 -0.395
C -2.7826 -2.7882 -4.8345 -0.1271 0.1776 -0.1363 -0.568
H -2.3066 -3.4275 -1.5456 -0.0393 0.0002 0.0009 0.430
H -0.9401 -5.2605 -2.5104 0.0120 0.0198 0.0336 0.428
H -0.7444 -5.4890 -4.9624 0.0114 0.0004 -0.0082 0.390
H -1.9223 -3.9019 -6.4458 -0.0176 0.0106 -0.0192 0.378
H -3.3119 -2.0890 -5.4680 0.0054 0.0210 0.0202 0.430
F 2.7676 -3.1682 -3.4853 0.0044 0.0014 -0.0227 -0.375
C 2.7956 -2.9977 -2.1468 -0.0068 0.0228 0.1831 0.266
C 3.1403 -4.0661 -1.3431 0.0300 -0.1960 -0.0788 -0.840
C 3.1707 -3.8874 0.0319 -0.1584 0.1025 -0.0273 -0.500
C 2.8490 -2.6532 0.5806 0.0881 -0.1412 0.0289 -0.676
C 2.4993 -1.5938 -0.2450 1.1111 -0.7767 0.5721 -0.144
C 2.4760 -1.7618 -1.6222 0.1643 -0.1607 -0.1404 -0.792
H 3.3789 -5.0212 -1.7920 0.0066 0.0179 -0.0313 0.493
H 3.4428 -4.7122 0.6752 0.0185 -0.0405 -0.0145 0.566
H 2.8633 -2.5175 1.6542 -0.0424 0.0135 -0.0373 0.929
H 2.2395 -0.6351 0.1857 1.0871 -1.0156 0.2328 0.751
H 2.2125 -0.9480 -2.2856 0.0327 -0.0780 -0.1418 0.540
F 6.0283 -4.3007 1.0897 0.0477 -0.0062 0.0257 -0.222
C 6.7367 -3.4080 1.8117 0.1176 0.1008 0.0947 0.193
C 7.9125 -3.8163 2.4077 0.0727 -0.2005 -0.0139 -0.555
C 8.6422 -2.8977 3.1471 -0.0732 0.0798 -0.0111 -0.372
C 8.1862 -1.5945 3.2866 0.0442 0.0496 0.0415 -0.511
C 6.9995 -1.2069 2.6807 0.0865 -0.0811 0.0228 -0.505
C 6.2671 -2.1162 1.9322 -0.1851 0.0800 -0.0932 -0.018
H 8.2465 -4.8388 2.2920 -0.0187 -0.0001 -0.0260 0.427
H 9.5686 -3.2009 3.6153 0.0074 -0.0269 0.0085 0.363
H 8.7564 -0.8818 3.8669 0.0019 0.0079 0.0051 0.371
H 6.6408 -0.1926 2.7904 -0.0181 0.0150 -0.0181 0.367
H 5.3447 -1.8324 1.4445 -0.0160 -0.0347 -0.0220 0.479
```
Forces are in eV/Å.